Here is 7 unconnected molecules or ions with the total composition C51H115ClINO3PS3 at a distorted geometry from the OMol25 dataset. Energies are from ωB97M-V/def2-TZVPD.

Output
gap between HOMO and LUMO = 6.741 eV
total charge = +1
highest occupied orbital energy = -10.44 eV

```
176
Properties=species:S:1:pos:R:3:forces:R:3
C -1.48430 4.94618 2.64405 -0.552 0.305 -0.072
C -2.85058 5.59191 2.41794 0.209 -0.018 0.087
O -2.72503 6.51946 1.31434 -0.311 -0.064 -0.123
C -3.89583 7.23975 1.02957 0.176 -0.089 0.393
P -3.88880 7.54975 -0.78834 -0.227 0.209 0.086
I -4.68785 9.78112 -1.07008 -0.058 -0.189 -0.029
C -4.99810 6.37327 -1.60667 -0.218 0.152 0.180
C -5.74416 6.88192 -2.85213 0.267 0.429 -0.017
C -6.45729 5.75202 -3.59648 -0.310 0.009 -0.352
C -7.04103 4.66412 -2.68421 -0.544 0.161 -0.230
S -5.86969 3.33204 -2.36385 0.590 0.233 0.347
O -4.80455 3.39107 -3.33817 -0.997 -0.091 0.566
O -5.55616 3.31992 -0.95341 -0.141 -0.071 -0.866
Cl -6.97521 1.69344 -2.75603 0.024 -0.107 0.014
C -2.20283 7.47519 -1.38469 0.475 0.267 -0.154
C -2.04797 7.04937 -2.87035 -0.054 -0.093 0.141
C -1.01965 5.91597 -3.00973 0.281 0.129 -0.094
S -1.94410 4.38355 -2.77822 0.319 0.006 0.089
C -0.72156 3.10204 -2.94991 0.575 -0.344 0.639
S 0.76623 3.40373 -3.58416 -0.348 -0.018 -0.038
N -1.10911 1.86050 -2.45711 -1.010 0.887 -1.322
C -2.43006 1.79698 -1.79013 -0.218 -0.290 0.435
C -2.41101 2.36905 -0.35342 0.159 -0.507 0.008
C -0.94921 0.73593 -3.42364 0.445 -0.502 0.122
C -0.35808 -0.50553 -2.74492 -0.244 0.239 0.363
H -1.41723 4.58071 3.67891 -0.094 0.122 -0.403
H -1.32978 4.09087 1.96943 -0.259 0.680 0.086
H -0.68523 5.68340 2.49254 -0.192 -0.154 0.045
H -3.18093 6.15165 3.30787 0.056 -0.162 -0.227
H -3.61003 4.83670 2.15006 0.152 0.227 0.180
H -3.92647 8.21091 1.55574 -0.002 -0.275 -0.160
H -4.81396 6.67636 1.28194 0.229 0.176 -0.142
H -5.73024 6.12929 -0.81784 0.371 -0.178 -0.280
H -4.39214 5.48135 -1.84600 -0.059 0.275 0.267
H -5.03968 7.38819 -3.53166 -0.298 -0.163 0.135
H -6.47840 7.64468 -2.55292 0.239 -0.214 0.033
H -7.30620 6.18428 -4.14692 0.276 -0.090 0.130
H -5.80297 5.30665 -4.35821 -0.151 0.003 0.336
H -7.92747 4.21566 -3.15211 0.375 0.006 0.134
H -7.34988 5.04315 -1.69691 0.117 -0.249 -0.348
H -1.68301 6.79604 -0.69081 -0.211 0.031 -0.238
H -1.78222 8.47819 -1.21221 -0.053 -0.317 0.003
H -1.73409 7.90891 -3.47977 -0.230 -0.266 0.220
H -3.01096 6.67233 -3.25337 0.351 0.345 -0.140
H -0.52908 5.93736 -3.98864 -0.171 -0.117 0.206
H -0.24483 6.00241 -2.23564 -0.084 -0.097 -0.292
H -2.67535 0.72784 -1.72473 0.117 0.310 -0.048
H -3.22542 2.25465 -2.41281 0.563 -0.288 0.297
H -2.90738 1.65991 0.32722 -0.013 0.362 -0.192
H -1.36372 2.42137 -0.01792 -0.304 0.206 -0.076
H -2.89740 3.34802 -0.27675 0.201 -0.244 0.037
H -0.29693 1.06195 -4.23840 -0.121 -0.003 0.231
H -1.93892 0.50898 -3.85888 0.258 0.134 0.183
H -0.91076 -0.72949 -1.81630 0.155 0.022 -0.315
H 0.68567 -0.31870 -2.45782 -0.255 -0.129 -0.194
H -0.43535 -1.38882 -3.39021 0.149 0.254 0.075
C -3.20060 -0.32789 5.76139 0.081 0.005 0.027
C -2.35961 0.93089 5.94303 -0.039 0.013 0.048
C -2.70342 2.04948 4.96088 0.057 0.014 -0.032
C -2.47636 1.69226 3.49077 -0.083 -0.050 -0.015
C -1.05723 1.24608 3.14489 0.018 0.030 -0.044
C 0.00486 2.31187 3.39236 0.212 -0.095 -0.143
H -3.05936 -0.77338 4.77502 -0.010 0.003 -0.001
H -2.92221 -1.07847 6.50173 -0.060 -0.016 -0.012
H -4.26345 -0.10950 5.88650 -0.002 -0.010 -0.025
H -1.29882 0.67602 5.86024 0.002 0.027 0.007
H -2.50063 1.30822 6.95931 0.027 -0.010 0.001
H -2.11548 2.93654 5.21765 0.010 -0.004 0.013
H -3.75206 2.33553 5.09344 -0.009 -0.022 0.014
H -2.73340 2.56133 2.87610 -0.061 -0.043 -0.020
H -3.17412 0.90224 3.19790 -0.012 0.022 0.012
H -1.03345 0.96082 2.08888 0.014 -0.036 0.013
H -0.80256 0.34397 3.70707 -0.032 -0.015 -0.018
H -0.19776 3.21491 2.81043 0.494 -0.697 0.330
H 0.98835 1.94013 3.10178 0.026 -0.005 0.059
H 0.05661 2.59236 4.44578 0.025 0.013 0.030
C 6.91499 -1.11643 3.80329 -0.001 0.004 0.058
C 5.66906 -1.83924 4.30507 0.059 0.007 -0.066
C 4.50340 -1.79341 3.31893 -0.066 -0.049 0.020
C 3.97931 -0.39331 2.99828 0.066 0.040 -0.043
C 3.50917 0.41531 4.20610 -0.077 -0.030 -0.031
C 2.33698 -0.22583 4.94165 0.017 0.090 0.055
H 6.72847 -0.05370 3.63903 0.001 -0.004 -0.009
H 7.73084 -1.19640 4.52289 0.002 -0.004 -0.017
H 7.26010 -1.54664 2.86016 -0.013 0.023 -0.011
H 5.36469 -1.42054 5.26854 -0.019 -0.010 -0.002
H 5.91920 -2.88622 4.49447 -0.015 0.007 0.029
H 3.68699 -2.40934 3.70730 -0.007 0.008 -0.015
H 4.81358 -2.26641 2.38136 0.010 -0.003 0.008
H 3.14618 -0.48901 2.29263 -0.002 0.006 0.004
H 4.75211 0.17462 2.47211 0.000 -0.018 -0.006
H 3.21066 1.40804 3.85650 0.022 0.016 0.040
H 4.33561 0.57732 4.90329 0.023 -0.016 -0.027
H 1.48861 -0.36236 4.26580 -0.004 -0.046 0.014
H 2.00813 0.40262 5.77163 -0.035 -0.010 -0.008
H 2.59796 -1.20022 5.35691 0.003 -0.007 -0.025
C -3.84872 -5.00076 10.38207 -0.001 -0.017 -0.054
C -2.42148 -5.05116 9.84687 -0.018 -0.022 0.056
C -1.46203 -4.11290 10.57793 0.030 0.008 -0.019
C -1.81554 -2.62744 10.47867 -0.030 -0.015 0.019
C -1.91418 -2.08670 9.05314 0.088 0.071 -0.006
C -0.60376 -2.17564 8.27554 -0.080 0.004 -0.038
H -4.28843 -4.00817 10.27019 0.002 0.000 0.010
H -4.49134 -5.70372 9.85006 0.001 0.000 0.017
H -3.87571 -5.26219 11.44216 -0.003 0.030 0.002
H -2.42420 -4.82619 8.77639 0.022 0.000 -0.001
H -2.04266 -6.07224 9.93984 -0.001 0.004 -0.025
H -0.44966 -4.27412 10.19716 -0.002 0.012 0.005
H -1.43103 -4.39134 11.63595 -0.008 -0.007 -0.007
H -1.05937 -2.05310 11.02339 -0.003 0.005 -0.012
H -2.76163 -2.44106 10.99418 0.006 -0.012 0.002
H -2.22302 -1.03807 9.10202 -0.034 -0.011 -0.010
H -2.70314 -2.61065 8.50557 -0.011 -0.009 0.022
H 0.18759 -1.62251 8.78628 0.015 -0.029 0.003
H -0.71423 -1.75215 7.27499 0.034 0.005 0.000
H -0.27166 -3.20807 8.15689 0.007 0.005 0.011
C 5.17440 -1.61101 -0.92101 -0.110 0.047 -0.034
C 3.96509 -2.53863 -0.83909 0.093 0.059 0.062
C 4.31168 -3.94638 -0.35865 -0.062 -0.062 0.012
C 5.26894 -4.72464 -1.26319 0.027 0.050 -0.017
C 4.79130 -4.89531 -2.70473 0.000 -0.064 0.027
C 3.48916 -5.68055 -2.82529 0.038 0.059 -0.068
H 5.91801 -1.97129 -1.63325 0.001 -0.015 0.015
H 4.87129 -0.61256 -1.24146 0.043 0.009 0.018
H 5.65733 -1.51636 0.05488 0.027 -0.017 -0.014
H 3.47044 -2.58031 -1.81392 -0.011 -0.033 0.007
H 3.23685 -2.10592 -0.14617 -0.018 -0.009 -0.015
H 3.38574 -4.51529 -0.23437 0.013 -0.010 0.008
H 4.75683 -3.87844 0.63923 -0.005 0.002 -0.002
H 5.43212 -5.71388 -0.82403 -0.003 -0.001 -0.012
H 6.24687 -4.23517 -1.26934 -0.009 0.003 0.011
H 5.57198 -5.41354 -3.26774 -0.006 0.019 -0.015
H 4.67463 -3.91726 -3.18047 0.018 0.006 0.011
H 3.59521 -6.67840 -2.39354 -0.026 0.008 0.021
H 3.20509 -5.79879 -3.87216 -0.012 -0.020 0.010
H 2.66456 -5.17825 -2.31620 -0.002 -0.015 0.008
C -0.13903 5.64831 -7.13970 0.001 -0.044 0.062
C 1.28650 5.10889 -7.20696 -0.015 0.060 0.069
C 2.11186 5.69477 -8.35088 0.005 0.001 -0.021
C 1.57008 5.39837 -9.75105 -0.024 0.009 0.012
C 1.40990 3.91348 -10.07542 0.042 0.006 -0.039
C 2.72274 3.13791 -10.04338 -0.046 -0.026 0.018
H -0.70721 5.41222 -8.04053 -0.002 0.012 -0.009
H -0.67626 5.21302 -6.29259 0.003 -0.010 -0.009
H -0.13822 6.73545 -7.01905 -0.005 0.001 -0.038
H 1.25763 4.01867 -7.28220 0.019 -0.001 0.004
H 1.79093 5.33128 -6.26226 0.001 -0.043 -0.007
H 3.13753 5.32573 -8.26973 -0.005 0.000 -0.010
H 2.17427 6.78086 -8.22501 -0.004 -0.006 0.009
H 2.24371 5.85072 -10.48537 -0.004 -0.011 -0.005
H 0.60534 5.89660 -9.88414 0.008 0.007 0.009
H 0.96779 3.82408 -11.07101 -0.015 -0.011 0.011
H 0.69635 3.45304 -9.38573 -0.012 0.017 -0.001
H 3.43835 3.55639 -10.75423 0.013 0.009 0.022
H 2.56496 2.09140 -10.30697 0.013 0.005 -0.010
H 3.18169 3.15909 -9.05347 0.005 0.004 -0.007
C 0.33287 -11.88166 -3.15443 -0.003 -0.015 -0.053
C 1.75178 -12.03982 -3.69076 -0.018 -0.023 0.053
C 2.78500 -11.20142 -2.93946 0.031 0.007 -0.015
C 2.55761 -9.68968 -3.00683 -0.040 0.000 0.014
C 2.50864 -9.10947 -4.41945 0.067 0.035 -0.005
C 3.80890 -9.29123 -5.19572 -0.049 0.010 -0.034
H -0.02155 -10.85341 -3.24481 0.002 -0.001 0.009
H -0.36547 -12.51638 -3.70183 0.001 0.000 0.016
H 0.28223 -12.16311 -2.10017 0.000 0.029 0.004
H 1.76989 -11.79196 -4.75572 0.021 0.000 0.001
H 2.04339 -13.09093 -3.62014 -0.001 0.004 -0.025
H 3.78093 -11.43846 -3.32364 -0.002 0.012 0.003
H 2.79043 -11.50471 -1.88760 -0.008 -0.007 -0.006
H 3.35894 -9.19424 -2.44837 0.000 0.003 -0.011
H 1.62938 -9.43587 -2.48682 0.006 -0.010 0.005
H 2.28786 -8.04135 -4.34783 -0.035 -0.013 0.000
H 1.68161 -9.55272 -4.98114 -0.010 -0.009 0.024
H 4.64300 -8.81904 -4.67091 0.008 -0.027 0.008
H 3.73995 -8.83914 -6.18632 0.015 0.004 0.007
H 4.05330 -10.34535 -5.33531 0.011 0.005 0.010
```
Forces are in eV/Å.

Löwdin atomic charge list, values in e, 99 entries: atom 1 (C): -0.069, atom 2 (C): -0.215, atom 3 (O): -0.226, atom 4 (C): -0.341, atom 5 (P): 0.628, atom 6 (I): 0.739, atom 7 (C): -0.343, atom 8 (C): -0.259, atom 9 (C): -0.204, atom 10 (C): -0.264, atom 11 (S): 0.330, atom 12 (O): -0.390, atom 13 (O): -0.349, atom 14 (Cl): 0.460, atom 15 (C): -0.323, atom 16 (C): -0.278, atom 17 (C): -0.476, atom 18 (S): 0.964, atom 19 (C): -1.037, atom 20 (S): 0.696, atom 21 (N): -0.190, atom 22 (C): -0.268, atom 23 (C): -0.095, atom 24 (C): -0.239, atom 25 (C): -0.072, atom 26 (H): 0.078, atom 27 (H): 0.052, atom 28 (H): 0.102, atom 29 (H): 0.131, atom 30 (H): 0.123, atom 31 (H): 0.095, atom 32 (H): 0.116, atom 33 (H): 0.095, atom 34 (H): 0.062, atom 35 (H): 0.107, atom 36 (H): 0.092, atom 37 (H): 0.128, atom 38 (H): 0.120, atom 39 (H): 0.094, atom 40 (H): 0.112, atom 41 (H): 0.097, atom 42 (H): 0.097, atom 43 (H): 0.127, atom 44 (H): 0.065, atom 45 (H): 0.053, atom 46 (H): 0.088, atom 47 (H): 0.119, atom 48 (H): 0.058, atom 49 (H): 0.076, atom 50 (H): 0.082, atom 51 (H): 0.034, atom 52 (H): 0.081, atom 53 (H): 0.124, atom 54 (H): 0.071, atom 55 (H): 0.078, atom 56 (H): 0.079, atom 57 (C): -0.095, atom 58 (C): -0.261, atom 59 (C): -0.222, atom 60 (C): -0.226, atom 61 (C): -0.245, atom 62 (C): -0.100, atom 63 (H): 0.070, atom 64 (H): 0.047, atom 65 (H): 0.080, atom 66 (H): 0.094, atom 67 (H): 0.108, atom 68 (H): 0.093, atom 69 (H): 0.112, atom 70 (H): 0.077, atom 71 (H): 0.106, atom 72 (H): 0.095, atom 73 (H): 0.091, atom 74 (H): 0.021, atom 75 (H): 0.063, atom 76 (H): 0.082, atom 77 (C): -0.108, atom 78 (C): -0.263, atom 79 (C): -0.224, atom 80 (C): -0.228, atom 81 (C): -0.266, atom 82 (C): -0.110, atom 83 (H): 0.065, atom 84 (H): 0.070, atom 85 (H): 0.073, atom 86 (H): 0.099, atom 87 (H): 0.106, atom 88 (H): 0.105, atom 89 (H): 0.085, atom 90 (H): 0.105, atom 91 (H): 0.102, atom 92 (H): 0.092, atom 93 (H): 0.102, atom 94 (H): 0.060, atom 95 (H): 0.071, atom 96 (H): 0.069, atom 97 (C): -0.112, atom 98 (C): -0.271, atom 99 (C): -0.228